76
Properties=species:S:1:pos:R:3 method="wB97M-V/def2-TZVPD" total_charge=+1 largest_force_ha_per_bohr=0.083 orbital_gap_ev=6.0 de_lowest_ev=0.000
C -1.87 1.36 -1.60
C -2.70 0.22 -1.31
C -2.26 -0.87 -2.11
C -1.20 -0.41 -2.96
C -0.93 0.96 -2.63
Sn 0.04 0.10 -0.41
C 1.07 -3.21 0.09
C 1.63 -1.80 0.14
H 1.93 -1.45 1.14
C 2.06 -1.05 -0.98
H 2.00 -1.44 -2.00
H 2.78 -0.24 -0.84
C 2.05 -4.09 0.89
H 2.10 -3.77 1.94
H 1.74 -5.14 0.86
H 3.06 -4.01 0.47
C 0.97 -3.71 -1.35
H 0.22 -3.15 -1.92
H 1.94 -3.63 -1.86
H 0.67 -4.77 -1.37
C -3.82 0.23 -0.34
H -3.54 0.72 0.60
H -4.68 0.77 -0.75
H -4.14 -0.79 -0.09
C -2.82 -2.24 -2.08
H -3.14 -2.52 -1.07
H -3.71 -2.32 -2.74
H -2.10 -2.99 -2.41
C -0.50 -1.17 -4.02
H -0.72 -2.25 -3.98
H -0.82 -0.82 -5.02
H 0.59 -1.04 -3.97
C 0.04 1.86 -3.30
H 0.82 1.30 -3.84
H -0.47 2.50 -4.04
H 0.55 2.53 -2.59
C -2.01 2.73 -1.04
H -1.04 3.24 -0.96
H -2.66 3.35 -1.68
H -2.45 2.71 -0.03
C -0.85 -2.27 1.53
C -0.32 -3.30 0.75
C -2.20 -2.27 1.91
C -1.08 -4.46 0.57
H -0.22 -1.42 1.83
C -2.99 -3.40 1.64
H -2.62 -1.41 2.43
C -2.41 -4.51 1.01
H -0.65 -5.32 0.06
H -4.04 -3.42 1.93
H -2.99 -5.42 0.84
C 1.15 1.44 4.59
C 0.12 1.17 3.52
O 0.61 1.27 2.14
P 2.22 1.41 1.64
O 2.79 2.67 2.47
C 2.36 4.10 2.38
C 0.89 4.28 2.18
O 1.79 2.15 0.18
C 2.85 2.62 -0.74
C 2.52 4.03 -1.18
H 1.78 0.56 4.74
H 0.63 1.65 5.53
H 1.76 2.32 4.37
H -0.29 0.15 3.63
H -0.72 1.87 3.59
H 2.68 4.51 3.34
H 2.96 4.57 1.60
H 0.31 3.75 2.94
H 0.67 5.35 2.28
H 0.58 3.97 1.18
H 3.83 2.57 -0.24
H 2.85 1.92 -1.59
H 2.23 4.66 -0.32
H 3.40 4.48 -1.64
H 1.71 4.04 -1.92

=====

17
Properties=species:S:1:pos:R:3 method="wB97M-V/def2-TZVPD" total_charge=-1 largest_force_ha_per_bohr=0.092 s_squared=2.03 orbital_gap_ev="4.6 / 6.8" spin_multiplicity=3
C -0.85 2.01 0.45
C -1.09 -0.47 -0.01
C -1.54 0.85 0.13
C 0.28 -0.59 0.11
C 1.23 1.13 0.22
C -2.00 -1.67 -0.22
N 0.49 2.16 0.45
N 2.51 1.05 0.39
N 3.31 0.06 -0.05
O 4.13 -0.20 0.83
O 3.43 -0.36 -1.20
Br -3.42 1.07 -0.05
Br 1.40 -2.08 -0.37
H -1.40 2.84 0.21
H -2.86 -1.78 0.46
H -2.36 -1.47 -1.19
H -1.28 -2.54 -0.14